Entry 1:
ORCA calculation (wB97M-V/def2-TZVPD) on a molecular structure, C17H28Cl5CrN5O8P at a distorted geometry.

Calculated values
DFT total energy ... -5226.7781 a.u.
LUMO level (alpha / beta) ... -0.203 / -0.186 hartree
2S+1 ... 4
Charge ... +2
F_max ... 1.378 eV Å⁻¹
ΔE to the lowest compared entry with this formula, charge and spin ... 0.0 kcal per mole

XYZ file:
```
65
Properties=species:S:1:pos:R:3:forces:R:3:lowdin_spin:R:1
Cr 0.100 -0.392 -0.507 -0.318 -0.018 0.360 2.86
O 1.223 -2.627 -3.726 0.269 -0.830 -0.598 0.00
C 1.403 -2.195 -2.519 -0.161 0.075 -0.138 0.01
O 0.898 -1.120 -2.212 0.323 0.364 0.694 0.01
C 2.214 -3.105 -1.607 -0.435 0.205 0.000 0.00
O 2.776 -2.344 -0.573 -0.107 -0.265 0.441 0.00
C 2.552 -2.875 0.735 -0.391 0.481 -0.804 0.00
C 1.100 -2.772 1.160 -0.521 0.506 0.196 0.01
O 0.797 -3.375 2.198 -0.122 0.203 -0.201 0.00
O 0.255 -2.054 0.487 0.586 -0.461 0.438 0.02
H 0.621 -2.053 -4.238 0.191 -0.038 0.269 0.00
H 1.508 -3.870 -1.246 0.079 0.125 -0.063 0.00
H 2.984 -3.621 -2.171 0.103 -0.025 -0.299 0.00
H 2.872 -3.903 0.861 0.123 -0.274 -0.208 0.00
H 3.135 -2.274 1.417 0.181 0.222 0.183 0.00
Cl -3.871 1.707 -5.986 -0.008 -0.005 -0.002 0.00
C -3.232 0.974 -4.579 -0.400 -0.362 0.315 0.00
C -2.143 1.536 -3.927 0.159 0.608 -0.636 0.00
Cl -1.399 2.985 -4.536 -0.275 -0.408 0.204 0.00
C -1.612 0.922 -2.811 -0.535 -0.723 -0.141 0.00
Cl -0.295 1.640 -1.971 0.410 -0.033 0.543 -0.01
C -2.107 -0.302 -2.329 0.596 0.192 0.763 0.00
O -1.560 -0.925 -1.293 -0.266 0.219 -0.793 0.03
C -3.260 -0.805 -2.940 -0.248 -0.261 0.186 0.00
Cl -3.984 -2.210 -2.252 0.055 -0.063 0.087 0.00
C -3.835 -0.192 -4.037 0.820 0.963 -0.547 0.00
Cl -5.199 -0.839 -4.792 -0.451 -0.245 -0.137 0.00
C 1.475 3.495 2.018 0.532 -0.512 -0.363 0.00
N 1.721 2.085 1.710 0.313 -0.406 -0.789 0.01
C 1.336 1.165 2.778 0.169 0.301 -0.495 0.00
C 2.221 1.649 0.508 0.235 0.725 1.027 0.01
N 1.874 0.488 0.010 -0.741 -0.890 -0.105 0.01
N 3.132 2.426 -0.111 -0.035 0.136 0.159 0.00
C 3.427 2.318 -1.530 -0.145 0.213 -0.271 0.00
C 4.117 3.182 0.660 -0.190 -0.049 -0.292 0.00
H 0.460 3.563 2.374 -0.348 0.270 0.197 0.00
H 1.596 4.109 1.130 -0.075 -0.039 -0.046 0.00
H 2.173 3.842 2.776 -0.058 0.144 0.185 0.00
H 1.763 1.541 3.704 0.051 -0.038 0.208 0.00
H 1.700 0.152 2.599 0.003 0.177 -0.151 0.00
H 0.257 1.166 2.855 -0.299 -0.120 0.179 0.00
H 2.584 0.117 -0.604 0.159 -0.026 -0.179 0.00
H 2.558 2.006 -2.112 -0.054 0.113 0.188 0.00
H 4.221 1.608 -1.734 0.331 -0.206 0.048 0.00
H 3.758 3.300 -1.893 -0.149 -0.268 0.098 0.00
H 4.049 2.894 1.699 0.031 0.129 0.226 0.00
H 3.951 4.247 0.526 0.143 0.184 0.166 0.00
H 5.110 2.923 0.299 0.098 0.032 -0.038 0.00
N -4.537 0.099 0.738 -0.272 0.357 0.393 0.00
C -3.585 0.519 1.840 -0.115 -0.143 0.013 0.00
P -2.162 -0.639 1.638 0.571 0.367 -0.572 0.00
O -2.818 -1.866 1.096 0.059 0.205 0.114 0.00
O -1.109 0.255 0.952 -0.200 -0.428 0.202 0.01
C -1.398 -1.158 3.218 0.483 -0.992 -0.583 0.00
N -1.501 -2.675 3.298 0.356 0.578 -0.264 0.00
H -4.464 -0.924 0.598 0.263 -0.134 0.026 0.00
H -4.334 0.545 -0.159 0.158 -0.030 0.021 0.00
H -5.486 0.353 1.001 -0.228 -0.037 -0.146 0.00
H -4.092 0.386 2.804 0.038 0.045 -0.321 0.00
H -3.318 1.564 1.691 -0.009 -0.088 0.074 0.00
H -1.792 -0.696 4.096 -0.376 0.232 0.590 0.00
H -0.342 -0.898 3.127 -0.125 -0.131 0.153 0.00
H -1.684 -2.977 4.254 0.035 -0.178 -0.174 0.00
H -0.565 -3.089 2.899 -0.336 0.202 0.167 0.00
H -2.239 -2.990 2.641 0.065 0.152 0.242 0.00
```
Positions in Å, forces in eV/Å.


Entry 2:
ORCA calculation (wB97M-V/def2-TZVPD) on 2 unconnected molecules or ions with the total composition C5H8O4 at a distorted geometry.

Calculated values
DFT total energy ... -496.2204 a.u.
LUMO level ... 0.023 hartree
SMILES ... O=C1O[C@@H]2CC[C@]12O.O
2S+1 ... 1
F_max ... 2.235 eV Å⁻¹
ΔE to the lowest compared entry with this formula, charge and spin ... 51.6 kcal per mole

XYZ file:
```
17
Properties=species:S:1:pos:R:3:forces:R:3:mulliken_charge:R:1
O -1.442 1.713 -1.579 -0.103 0.587 -0.222 -0.57
C -0.858 0.787 -0.755 0.073 0.292 0.355 0.81
C -0.759 1.194 0.733 -0.397 0.249 0.169 -0.81
C 0.729 0.759 0.763 -0.210 -0.722 0.631 -0.60
C 0.635 0.331 -0.698 -0.579 -0.099 -2.128 -0.08
O 0.137 -1.044 -1.088 1.333 0.369 0.792 -0.35
C -1.163 -0.699 -0.962 -0.153 -1.203 1.877 0.32
O -2.036 -1.490 -0.720 0.103 1.017 -0.977 -0.58
H -1.380 1.443 -2.502 -0.008 -0.067 0.040 0.35
H -0.890 2.279 0.825 -0.002 -0.238 -0.041 0.30
H -1.451 0.694 1.420 0.172 0.081 -0.209 0.30
H 1.423 1.593 0.917 -0.136 -0.215 -0.247 0.29
H 0.980 -0.026 1.486 -0.008 0.100 -0.298 0.23
H 1.400 0.643 -1.415 -0.145 -0.124 0.229 0.38
O 1.707 -2.475 0.911 -1.822 -0.481 0.492 -0.62
H 0.754 -2.743 1.095 1.823 0.515 -0.524 0.32
H 2.214 -2.958 1.569 0.060 -0.061 0.059 0.29
```
Positions in Å, forces in eV/Å.


Entry 3:
ORCA calculation (wB97M-V/def2-TZVPD) on a gas-phase ion, C4H12N3 (charge +1) at a distorted geometry.

Calculated values
DFT total energy ... -323.5570 a.u.
LUMO level ... -0.129 hartree
SMILES ... N/C=N\CCC[NH3+]
2S+1 ... 1
Charge ... +1
F_max ... 6.858 eV Å⁻¹
ΔE to the lowest compared entry with this formula, charge and spin ... 76.1 kcal per mole

XYZ file:
```
19
Properties=species:S:1:pos:R:3:forces:R:3:mulliken_charge:R:1
C 0.926 0.698 -1.990 -0.276 -1.572 -0.850 -0.82
C 0.569 -0.703 -1.414 0.632 0.076 0.577 -0.60
C 0.470 -0.773 0.113 -2.473 -2.967 -0.680 -0.69
N -0.574 -0.962 2.752 -2.482 2.605 -5.839 -0.30
C -1.355 -0.405 1.690 3.513 0.342 -1.648 0.02
N -0.808 -0.135 0.461 -1.728 -0.194 3.868 -0.37
N 0.444 1.955 -1.311 -2.401 0.826 -6.145 -0.28
H 0.511 0.540 -3.001 -0.210 1.397 0.281 0.32
H 1.940 0.887 -2.178 1.675 -0.288 0.208 0.47
H 1.442 -1.360 -1.717 -1.277 0.544 -0.049 0.32
H -0.422 -1.031 -1.818 1.101 0.112 0.122 0.39
H 1.411 -0.342 0.479 -0.189 -0.530 0.881 0.32
H 0.147 -1.974 0.307 2.112 2.906 0.008 0.41
H -0.917 -1.277 3.567 -1.451 -1.173 3.234 0.17
H 0.365 -0.973 2.535 2.118 -0.435 0.065 0.18
H -2.399 -0.095 1.856 0.676 -0.332 0.116 0.36
H 0.810 2.839 -1.902 -1.215 -2.395 1.854 0.40
H 0.620 2.065 -0.377 0.731 0.055 3.176 0.28
H -0.601 1.818 -1.453 1.147 1.023 0.821 0.42
```
Positions in Å, forces in eV/Å.


Entry 4:
ORCA calculation (wB97M-V/def2-TZVPD) on a gas-phase ion, C5H10N3O3 (charge +1) at a distorted geometry.

Calculated values
DFT total energy ... -586.1782 a.u.
LUMO level ... -0.216 hartree
SMILES ... O=C(O)CNC1=[NH+]COCN1
2S+1 ... 1
Charge ... +1
F_max ... 1.461 eV Å⁻¹
ΔE to the lowest compared entry with this formula, charge and spin ... 69.4 kcal per mole

XYZ file:
```
21
Properties=species:S:1:pos:R:3:forces:R:3:mulliken_charge:R:1
O -2.306 1.799 2.377 -0.044 0.046 -0.279 -0.43
C -2.458 0.778 1.786 0.056 -0.063 0.387 0.41
O -3.671 0.236 1.573 0.091 0.018 0.244 -0.43
C -1.268 0.051 1.148 -0.897 -0.838 -0.649 -0.41
N -0.936 0.776 -0.096 0.187 -0.544 -0.258 -0.02
C 0.084 0.372 -0.824 -0.277 0.203 -0.425 0.11
N 0.199 -0.984 -1.169 0.527 -0.515 1.103 -0.32
C 1.342 -1.576 -0.400 -0.112 0.081 0.015 -0.32
O 2.018 -0.505 0.221 0.163 -0.064 -0.001 -0.36
C 2.388 0.514 -0.661 -0.005 0.012 -0.049 -0.24
N 1.130 1.231 -1.165 -0.447 0.026 -0.603 -0.34
H -3.637 -0.727 1.503 -0.021 0.052 -0.247 0.35
H -1.514 -0.990 0.911 0.104 0.043 0.032 0.33
H -0.396 0.084 1.800 -0.100 0.168 0.002 0.32
H -1.528 1.537 -0.414 0.879 0.936 0.696 0.38
H 0.459 -0.995 -2.155 -0.015 0.109 0.022 0.39
H 1.982 -2.152 -1.073 -0.020 0.088 -0.003 0.40
H 0.970 -2.218 0.396 0.036 0.074 -0.010 0.24
H 2.983 0.144 -1.503 -0.069 -0.048 0.038 0.35
H 2.949 1.243 -0.083 -0.044 0.006 -0.088 0.29
H 1.212 1.383 -2.171 0.007 0.210 0.074 0.32
```
Positions in Å, forces in eV/Å.


Entry 5:
ORCA calculation (wB97M-V/def2-TZVPD) on a molecular structure, C10H15N3 at a distorted geometry.

Calculated values
DFT total energy ... -553.5091 a.u.
LUMO level (alpha / beta) ... -0.363 / -0.363 hartree
2S+1 ... 1
Charge ... +2
F_max ... 3.983 eV Å⁻¹
ΔE to the lowest compared entry with this formula, charge and spin ... 87.8 kcal per mole

XYZ file:
```
28
Properties=species:S:1:pos:R:3:forces:R:3:mulliken_charge:R:1
C 2.267 -2.809 1.945 -0.825 -0.183 0.324 -0.41
C 1.250 -3.506 1.170 1.009 -0.328 -0.835 -0.58
C 1.947 -1.479 1.850 1.089 -1.441 -0.080 -0.09
C 0.482 -2.654 0.445 0.797 -0.544 1.307 0.38
C -0.024 3.199 0.361 -0.913 0.791 3.796 -0.01
C 0.349 0.940 0.926 -0.363 -2.658 -2.752 0.24
C -0.696 3.744 -0.768 -0.523 -0.579 -2.940 -0.75
C -0.694 2.240 -1.295 -3.161 -0.310 -0.310 -0.17
C -0.504 -2.969 -0.633 0.703 -0.982 -1.226 -1.06
C -2.146 1.601 -1.594 1.369 3.030 1.175 -0.94
N 0.901 -1.389 0.929 -1.211 1.361 -1.267 -0.10
N -0.131 1.932 0.106 0.622 1.332 -0.545 0.22
N 0.292 -0.292 0.408 1.143 0.499 2.293 0.00
H 3.136 -3.317 2.477 -1.448 1.090 -0.754 0.38
H 1.321 -4.546 0.955 -0.295 -0.628 0.133 0.43
H 2.651 -0.731 2.108 -0.157 1.233 0.167 0.38
H 0.256 3.593 1.372 0.222 -0.136 -1.121 0.40
H 0.866 1.270 1.806 0.225 -0.557 0.496 0.37
H -1.654 4.315 -0.823 0.322 -0.797 1.076 0.34
H -0.130 4.387 -1.407 1.108 0.517 -0.337 0.35
H -0.024 2.007 -2.121 0.441 -0.024 0.421 0.44
H 0.019 -3.731 -1.295 -0.546 1.083 0.543 0.33
H -1.359 -3.530 -0.275 -0.338 0.292 0.336 0.29
H -0.859 -2.172 -1.322 0.284 -0.222 0.519 0.37
H -2.927 2.166 -0.939 1.179 -1.021 -1.620 0.35
H -2.116 0.598 -1.268 -0.264 -1.333 -0.057 0.26
H -2.205 1.712 -2.694 -0.765 -0.188 0.753 0.37
H -0.266 -0.580 -0.425 0.298 0.703 0.506 0.20
```
Positions in Å, forces in eV/Å.


Entry 6:
ORCA calculation (wB97M-V/def2-TZVPD) on 7 unconnected molecules or ions with the total composition C20H28Cl4F2O15 at a distorted geometry.

Calculated values
DFT total energy ... -3948.0893 a.u.
LUMO level ... 0.008 hartree
SMILES ... O=C1OC[C@@H](F)O1.O=C1OC[C@@H](F)O1.C[C@H]1COC(=O)O1.C[C@H]1COC(=O)O1.C[C@H]1COC(=O)O1.ClCCl.ClCCl
2S+1 ... 1
F_max ... 1.478 eV Å⁻¹
ΔE to the lowest compared entry with this formula, charge and spin ... 0.0 kcal per mole

XYZ file:
```
69
Properties=species:S:1:pos:R:3:forces:R:3:mulliken_charge:R:1
C 0.323 -4.192 4.168 -0.022 -0.687 0.021 -1.59
C 0.327 -2.773 3.706 -0.442 0.379 0.212 1.48
C -1.084 -2.174 3.492 0.910 -1.144 -0.219 0.20
O -0.976 -0.870 4.017 -0.267 0.461 -0.150 -0.33
C 0.212 -0.705 4.642 0.056 -0.425 0.044 0.61
O 0.597 0.325 5.094 -0.074 0.059 0.101 -0.54
O 0.885 -1.872 4.687 0.040 0.188 -0.097 -0.42
H 1.315 -4.571 4.403 0.096 0.167 -0.117 0.36
H -0.051 -4.805 3.342 0.049 -0.022 0.044 0.36
H -0.319 -4.379 5.030 -0.057 0.305 0.020 0.42
H 0.922 -2.654 2.804 0.100 -0.077 -0.022 -0.56
H -1.834 -2.776 4.007 -0.138 0.317 0.178 0.33
H -1.286 -2.192 2.420 -0.296 0.438 0.069 -0.30
C -3.471 -1.966 -0.595 0.959 -0.323 -0.091 -1.22
C -2.864 -3.345 -0.402 -0.495 0.059 -0.313 0.38
C -3.350 -4.405 -1.418 0.313 0.269 0.299 -0.44
O -2.149 -4.864 -2.046 0.035 0.017 0.040 -0.38
C -1.089 -4.157 -1.608 -0.242 -0.026 0.036 0.51
O 0.023 -4.280 -2.006 0.141 -0.004 -0.102 -0.48
O -1.457 -3.279 -0.653 0.141 0.001 0.178 -0.14
H -4.555 -2.023 -0.539 -0.031 0.248 0.087 0.43
H -3.128 -1.571 -1.555 -0.362 -0.082 -0.138 0.36
H -3.016 -1.311 0.146 -0.479 0.173 0.193 0.14
H -3.023 -3.678 0.625 0.155 -0.100 -0.016 0.25
H -3.989 -3.963 -2.180 -0.093 -0.087 -0.004 0.25
H -3.834 -5.242 -0.922 -0.078 -0.062 -0.161 0.31
C 3.053 -0.859 -0.310 -0.468 0.408 -0.348 -1.43
C 2.294 -2.154 -0.198 0.363 -0.317 0.761 1.43
C 2.808 -3.284 -1.067 -0.152 0.285 -1.010 -0.61
O 2.546 -4.449 -0.294 0.332 0.050 0.266 -0.31
C 2.507 -4.090 1.009 0.020 -0.204 -0.355 0.60
O 2.455 -4.860 1.917 -0.024 0.140 0.063 -0.56
O 2.524 -2.746 1.127 -0.136 0.223 -0.056 -0.36
H 4.050 -0.924 0.120 0.066 -0.122 -0.086 0.35
H 2.519 -0.028 0.156 0.031 -0.137 0.216 0.08
H 3.112 -0.592 -1.370 0.219 -0.061 0.039 0.43
H 1.214 -2.014 -0.258 0.000 -0.021 -0.326 -0.22
H 3.872 -3.161 -1.301 0.102 -0.203 0.507 0.30
H 2.321 -3.380 -2.038 -0.333 -0.004 0.292 0.35
C -0.589 1.705 0.125 0.185 -0.245 -0.180 -0.48
Cl -0.718 0.133 0.934 -0.022 0.048 0.046 0.06
Cl -2.065 2.119 -0.754 -0.109 -0.035 0.062 -0.18
H -0.374 2.475 0.852 -0.059 -0.028 0.087 0.33
H 0.214 1.614 -0.594 0.048 0.161 0.008 0.25
C 3.133 0.862 3.214 0.332 -0.145 0.236 0.23
Cl 4.856 1.291 3.099 -0.106 -0.017 0.019 -0.20
Cl 2.120 2.035 2.376 -0.044 -0.006 -0.147 -0.08
H 3.030 -0.127 2.781 -0.187 0.071 -0.160 -0.25
H 2.841 0.846 4.257 -0.005 0.071 0.016 0.31
C 0.112 2.620 -4.182 0.204 0.064 -0.548 -0.32
C -1.008 3.553 -3.770 0.635 -0.032 0.362 1.08
O -2.144 2.959 -4.309 -0.055 0.186 0.090 -0.37
C -1.773 2.133 -5.333 0.325 -0.077 -0.147 0.59
O -2.522 1.599 -6.072 -0.191 -0.032 -0.067 -0.50
O -0.424 2.012 -5.369 -0.099 0.022 0.355 -0.35
F -0.795 4.782 -4.357 -0.192 0.013 -0.138 -0.34
H 0.367 1.840 -3.466 -0.234 0.052 0.171 0.18
H 1.008 3.183 -4.434 -0.027 -0.039 -0.079 0.33
H -1.084 3.723 -2.702 -0.343 -0.111 -0.014 -0.29
C 0.246 7.720 -0.665 -0.123 0.456 -0.072 -0.48
C -1.138 7.232 -1.036 0.226 0.030 -0.250 0.29
O -0.854 5.898 -1.444 -0.079 -0.128 0.218 -0.25
C 0.229 5.481 -0.743 0.023 0.119 0.464 0.54
O 0.572 4.351 -0.621 0.035 -0.051 -0.301 -0.40
O 0.831 6.532 -0.135 0.068 -0.132 -0.268 -0.33
F -1.664 7.909 -2.076 -0.006 -0.049 0.036 -0.27
H 0.272 8.533 0.053 -0.039 -0.215 0.229 0.30
H 0.768 8.044 -1.569 0.024 -0.122 -0.034 0.29
H -1.852 7.203 -0.213 -0.125 0.091 -0.049 0.28
```
Positions in Å, forces in eV/Å.